A molecular structure, C54H50AsBrCl5N3O2SSr, computed with the ωB97M-V functional and the def2-TZVPD basis.

The geometry in ORCA input format:
```
! wB97M-V def2-TZVPD RIJCOSX def2/J DEFGRID3
* xyz -2 1
C 4.76 1.10 -0.81
H 3.98 -2.03 -3.72
H -4.48 -3.74 2.54
C 4.10 3.13 1.01
C -5.43 -4.79 -1.66
H -5.82 -5.37 -3.70
C 2.15 -2.84 -4.46
C -1.15 3.50 -1.10
C 0.57 -2.60 3.03
C 1.95 1.44 4.71
N 0.78 0.95 2.67
C -6.04 -5.71 -2.68
H -1.08 2.96 4.61
C -1.95 -3.86 -0.52
H -5.64 -6.72 -2.59
H -3.66 -3.60 4.09
C -6.21 -3.99 -0.84
S 4.77 -0.16 -2.00
C -5.36 0.81 4.00
H -1.52 -3.18 -1.26
C 4.25 5.61 1.36
C 4.48 4.03 3.30
C -4.86 1.19 -3.10
C 2.91 -2.07 -3.59
C -4.67 0.40 2.86
Cl 1.48 1.88 -3.56
H -1.68 0.44 -2.23
H -0.92 -2.24 -3.20
C 5.75 1.96 -0.36
C -1.79 4.48 -1.86
C -5.67 -3.11 0.09
C -0.39 3.80 -3.70
C 0.89 2.23 5.13
C 3.05 -0.44 -1.72
H -5.40 -3.92 4.03
H 2.83 1.31 5.32
C 0.77 -2.88 -4.30
C 0.85 -2.27 1.52
C 3.13 2.24 0.58
H -4.11 2.43 2.44
H -2.91 1.53 -3.97
H -6.95 -0.44 6.75
C -4.59 -3.36 3.55
C -3.46 -3.84 -0.59
H 0.58 -1.71 3.66
H -5.91 -2.16 5.47
As -3.17 -1.75 1.30
H -5.40 1.68 -3.89
C -0.23 2.36 4.32
H 6.20 3.63 0.88
H 1.28 -3.35 3.40
H 4.23 4.82 4.02
C 0.88 -1.39 -2.33
C -5.57 -1.43 4.74
H -5.91 0.98 6.82
H 2.10 2.32 0.90
Cl -3.03 5.51 -1.22
C -1.41 4.61 -3.19
H 2.09 5.26 2.88
C -4.87 -1.88 3.62
Cl -2.17 5.80 -4.20
C -4.19 1.47 1.92
C -5.51 0.63 -2.01
H 5.32 5.61 1.16
C 1.83 0.83 3.47
H -1.58 -4.86 -0.76
C -3.40 -0.06 -0.98
Sr -0.10 -0.26 -0.13
C 3.46 1.21 -0.30
C 0.17 -2.17 -3.26
H -4.87 1.62 1.08
C -3.46 1.11 -3.14
C -6.67 -2.36 0.94
C 2.27 4.40 2.22
O 1.00 2.84 6.34
C -5.83 -0.08 4.95
Cl 0.10 4.00 -5.35
C -2.76 0.49 -2.12
H -6.35 -1.36 1.22
H 6.77 1.88 -0.73
C 5.42 2.95 0.54
H 0.16 -3.46 -4.99
N -2.62 -0.60 0.01
N 2.55 0.30 -0.79
C -0.23 1.70 3.11
C -4.27 -3.00 0.21
C -4.81 0.02 -0.98
H 0.20 3.35 6.50
H 5.57 4.03 3.17
H -1.09 1.77 2.46
C -0.17 2.64 -1.54
H -5.53 1.88 4.14
H -1.54 -3.58 0.44
O 1.53 -3.13 0.95
H -7.30 -4.05 -0.94
H 2.63 -3.40 -5.25
H 1.71 4.55 1.30
C 2.27 -1.37 -2.56
H -0.45 -3.00 3.08
H 3.73 5.82 0.42
H 4.04 6.43 2.06
H -3.23 1.23 1.47
H -5.34 -0.38 -0.14
H -6.60 0.68 -1.95
H -3.41 -5.34 -2.11
H 4.19 3.07 3.72
H 1.86 3.52 2.72
C 0.19 2.85 -2.86
Br 3.26 -0.25 2.89
Cl -1.67 3.38 0.60
H -6.85 -2.89 1.88
C 3.77 4.28 1.96
C -6.57 0.40 6.17
H -7.12 -5.76 -2.57
C -4.05 -4.71 -1.50
H -7.62 -2.29 0.40
H -7.41 1.04 5.90
C -4.44 -0.97 2.64
*
```

The HOMO energy is -0.8548 eV. Its energy above the lowest of the compared OMol25 structures with the same formula, charge and spin is 63.3 kcal per mole. The orbital gap is 4.28 eV.


A single C23H25FN2O3 molecule, computed with the ωB97M-V functional and the def2-TZVPD basis.

The geometry in ORCA input format:
```
! wB97M-V def2-TZVPD RIJCOSX def2/J DEFGRID3
* xyz 0 1
C -4.16 1.65 -0.14
H -6.61 -2.26 1.11
H -5.41 -2.98 0.05
C 6.77 -1.28 -2.17
H -6.88 -2.27 -0.63
N -1.48 1.73 0.93
H 7.70 -1.13 -2.70
C 0.98 1.02 1.80
C 2.50 0.44 -0.09
H 3.12 0.98 1.90
H -7.02 2.48 -1.70
O 2.88 -3.14 0.26
C 4.38 -1.67 -0.81
C 2.34 1.27 1.18
C 6.77 -1.82 -0.89
H -3.70 2.63 -0.18
H -5.62 3.51 -1.37
H 1.80 0.80 -0.85
H 6.37 -0.38 -4.42
H 3.51 0.56 -0.49
C -5.93 2.52 -1.71
C 0.95 -1.24 0.79
C 4.39 -1.16 -2.09
H -6.87 0.01 -1.31
C 3.09 -1.99 -0.08
C -5.95 0.19 -0.76
H 0.15 -0.97 0.09
H 1.00 2.97 2.94
C -3.61 0.64 0.64
N 2.24 -0.96 0.17
O 5.48 -0.44 -4.04
H 0.30 2.69 0.60
C 0.78 -0.45 2.08
H -5.60 2.41 -2.75
C 0.40 2.10 2.69
H 0.89 -2.31 0.97
H -3.82 -1.35 1.37
H 2.49 2.33 0.95
C 5.59 -2.02 -0.21
F 3.23 -0.83 -2.69
C -5.34 1.44 -0.85
H -0.19 -0.64 2.52
C -0.09 1.95 1.28
C -4.25 -0.59 0.73
O -2.15 0.19 2.46
H -0.27 1.76 3.47
H 1.55 -0.77 2.80
C -6.12 -2.16 0.14
C -5.42 -0.83 0.03
C 5.58 -0.95 -2.79
H 7.71 -2.08 -0.42
H 5.57 -2.46 0.78
H -1.69 2.03 -0.01
C -2.34 0.82 1.43
*
```

As for the structure (SMILES): Cc1cc(C)cc(C(=O)N[C@H]2CC23CCN(C(=O)c2cccc(O)c2F)CC3)c1. The HOMO energy is -8.8767 eV. Its energy above the lowest of the compared OMol25 structures with the same formula, charge and spin is 8.8 kcal per mole. The orbital gap is 9.42 eV.


2 unconnected molecules or ions with the total composition C47H52N3O, computed with the ωB97M-V functional and the def2-TZVPD basis.

The geometry in ORCA input format:
```
! wB97M-V def2-TZVPD RIJCOSX def2/J DEFGRID3
* xyz 1 1
H 1.69 -2.96 -1.11
H 0.89 2.20 3.21
H -3.74 1.23 2.26
C -5.68 -1.44 1.34
C -2.82 1.29 -3.47
H 0.83 -3.82 4.72
H -1.30 -3.54 1.66
H 1.58 -1.89 4.81
H -2.61 1.82 -0.35
C 2.24 0.12 4.32
C -3.07 -0.49 1.13
C 0.07 -0.66 2.40
C -4.71 -2.23 0.73
H 1.69 1.34 -0.76
H -4.63 1.03 -0.71
C 1.83 2.00 2.70
H 2.21 -4.63 3.93
C 0.91 -5.11 1.50
C 1.12 -4.52 3.93
O 4.37 -1.95 3.84
H -1.53 3.34 -0.38
N -2.49 1.11 -1.07
C 2.67 0.99 3.16
H -2.34 0.43 -3.94
H 0.58 -4.77 0.51
H -3.87 -0.46 -1.25
H 1.24 -2.61 1.03
C 4.25 1.51 1.41
H 1.24 0.38 -4.22
H 3.30 -4.03 0.75
H -1.30 3.86 -4.01
C 0.62 -4.05 2.56
C -0.12 2.05 -3.97
H -2.91 2.05 -4.26
C -4.16 0.92 -2.85
C 1.42 3.49 -2.08
H -0.70 5.46 0.50
H 3.63 3.00 -0.02
C 1.96 -1.32 3.93
C -1.74 0.05 0.86
H 2.87 5.07 -1.91
H 3.06 0.09 5.07
H 1.98 -5.35 1.46
C 1.24 -1.99 -1.34
C 3.20 -2.06 3.45
C 3.37 2.46 0.89
H 2.02 2.92 -2.81
C 2.18 2.74 1.57
C -0.42 -0.69 -2.50
C 1.25 0.43 -1.17
C 3.91 0.80 2.56
C -5.33 -0.21 1.94
H -0.11 0.20 3.06
C 1.38 -2.74 2.11
H 1.79 0.92 -6.56
C 1.10 1.56 -6.01
N 2.80 -2.85 2.40
C -0.57 3.71 -0.74
C 1.90 4.69 -1.58
H -0.40 -1.60 0.52
H 4.51 -4.00 2.07
C 0.09 -1.92 -2.13
C 0.54 2.68 -6.63
C 1.82 -0.81 -0.86
H 1.50 6.38 -0.28
C -3.39 -1.79 0.65
C -0.65 -0.80 1.22
C -0.09 4.92 -0.23
H -0.77 4.39 -6.38
C 3.79 -3.40 1.50
H -1.36 -4.75 2.96
H 0.79 2.92 -7.67
N 1.04 -1.51 2.82
H -1.55 1.11 1.02
C -1.99 1.82 -2.29
H -6.71 -1.80 1.40
H -0.40 -2.83 -2.49
H 0.68 -5.49 4.16
H 1.35 0.53 4.81
H -2.33 2.88 -2.20
C -3.86 0.62 -1.39
H -4.96 -3.21 0.30
H -6.07 0.37 2.49
H 1.51 3.53 1.23
C 0.14 3.02 -1.72
H 5.21 1.31 0.92
H -4.65 0.07 -3.34
H -2.62 -2.36 0.11
C -0.65 3.20 -4.59
H -1.23 -0.64 -3.23
C -0.88 -3.82 2.63
H 2.73 -0.84 -0.26
H -4.84 1.78 -2.92
C -0.45 1.82 -2.47
C 0.77 1.25 -4.68
C -4.03 0.26 1.83
H -1.14 -3.04 3.37
H 4.34 -2.60 0.97
C 0.13 0.49 -2.00
H 4.60 0.08 2.98
C 1.14 5.43 -0.66
H 0.36 -6.03 1.73
C -0.33 3.51 -5.91
*
```

The HOMO energy is -10.6755 eV. The orbital gap is 6.43 eV.


A molecular structure, C22H30CdIN3O5SSb2, computed with the ωB97M-V functional and the def2-TZVPD basis.

The geometry in ORCA input format:
```
! wB97M-V def2-TZVPD RIJCOSX def2/J DEFGRID3
* xyz 0 1
C 2.93 -1.01 0.34
N 1.76 -2.82 -0.13
I 5.66 -2.06 1.35
C -0.32 3.29 1.96
C 0.88 3.54 4.06
H 2.92 3.03 1.05
H -0.15 4.71 0.34
H -2.84 0.11 -3.46
O 0.43 -5.95 -1.40
C 0.68 3.89 2.74
H -1.60 1.27 4.37
C -1.74 -1.54 -2.94
H -0.34 -2.03 1.98
H 2.70 4.40 -0.06
C -2.39 -3.33 -1.47
H 0.08 -1.83 -4.04
H 0.26 -0.45 2.51
H 0.60 -4.00 -2.93
H 0.62 -3.92 0.23
Sb 0.94 2.50 -0.71
H -1.25 -1.10 3.21
H -3.46 -2.21 0.90
H 1.31 4.64 2.28
C 2.95 -3.21 0.32
C -0.94 2.00 3.90
C -3.59 -1.16 1.15
C -1.16 2.34 2.56
H 1.67 4.02 4.64
N -1.89 -0.22 -3.38
C 2.76 3.31 0.02
H 3.18 -4.26 0.41
H 3.55 2.92 -0.61
H -3.08 -3.77 -0.76
H 1.33 3.26 -3.26
S -0.67 -5.31 -0.75
C -1.19 -3.98 -1.76
H -4.42 -0.75 0.56
H 3.15 0.04 0.42
H 0.21 2.30 5.69
C -0.64 -1.03 2.30
H 3.10 0.27 -4.16
H -2.81 2.35 1.15
H -3.81 -1.05 2.21
C -0.43 3.67 0.51
Sb -1.77 -0.11 0.75
O 1.27 0.07 -3.33
H -3.03 1.31 2.56
C 3.74 -2.10 0.63
O -1.81 -6.05 -0.32
N 1.74 -1.46 -0.09
C -2.67 -2.11 -2.07
H -1.43 3.51 0.10
O -0.16 -4.53 0.51
H -1.33 0.03 -4.18
C 0.07 2.58 4.65
C -0.60 -2.25 -3.31
O 2.94 1.26 -2.42
Cd 0.45 -0.24 -1.30
C -0.31 -3.47 -2.71
C 0.70 3.66 -2.47
H -3.58 -1.58 -1.83
C 2.46 0.55 -3.31
H -0.35 3.64 -2.79
C -2.30 1.68 1.84
H 0.99 4.69 -2.25
*
```

The HOMO energy is -8.3566 eV. Its energy above the lowest of the compared OMol25 structures with the same formula, charge and spin is 0.0 kcal per mole. The orbital gap is 8.25 eV.


A single ClH4N2OP molecule, computed with the ωB97M-V functional and the def2-TZVPD basis.

The geometry in ORCA input format:
```
! wB97M-V def2-TZVPD RIJCOSX def2/J DEFGRID3
* xyz 0 3
O -1.14 0.50 1.41
Cl 1.88 0.02 1.54
N 0.03 1.25 -0.81
H 0.45 -1.98 -0.33
H -0.95 -1.90 0.24
N -0.30 -1.32 -0.27
P -0.12 0.17 0.43
H -0.64 2.02 -0.72
H 0.79 1.24 -1.50
*
```

As for the expectation value of S²: 2.008. The HOMO energy (spin up / spin down) is -5.2115 / -10.3059 eV. Its energy above the lowest of the compared OMol25 structures with the same formula, charge and spin is 0.0 kcal per mole. The orbital gap (spin up / spin down) is 6.12 / 5.51 eV.


2 unconnected molecules or ions with the total composition C7H11N3O3, computed with the ωB97M-V functional and the def2-TZVPD basis.

The geometry in ORCA input format:
```
! wB97M-V def2-TZVPD RIJCOSX def2/J DEFGRID3
* xyz 0 1
O -2.56 2.70 -0.14
N 1.58 1.01 0.99
H -3.22 -1.19 0.03
N 0.63 0.28 0.46
C 2.80 0.60 1.31
N -1.90 3.01 -1.16
H 4.09 -1.11 1.35
O -1.52 4.17 -1.33
C -0.22 -1.77 -0.46
C -1.30 -0.81 -0.96
C 0.89 -0.99 0.19
H 1.30 1.98 1.13
C -2.38 -0.50 0.08
H -0.86 0.13 -1.29
C 3.11 -0.74 1.08
H -1.77 -1.25 -1.85
H 0.22 -2.36 -1.27
H 2.34 -2.57 0.30
H 3.48 1.33 1.73
C 2.16 -1.53 0.51
O -1.56 2.11 -1.97
H -1.97 -0.54 1.10
H -2.72 0.52 -0.10
H -0.61 -2.48 0.28
*
```

The HOMO energy is -6.9360 eV. Its energy above the lowest of the compared OMol25 structures with the same formula, charge and spin is 165.6 kcal per mole. The orbital gap is 4.48 eV.


2 unconnected molecules or ions with the total composition C31H32F2NO8PS2, computed with the ωB97M-V functional and the def2-TZVPD basis.

The geometry in ORCA input format:
```
! wB97M-V def2-TZVPD RIJCOSX def2/J DEFGRID3
* xyz 0 1
C -1.35 -2.07 0.57
C 0.14 0.23 -1.97
C -0.58 -5.51 3.51
C 1.93 3.26 -0.41
O -1.75 -0.72 0.59
H 0.62 4.02 -2.63
H 0.32 -2.57 -2.44
O 0.62 -2.85 5.77
C -1.88 -5.06 3.28
H 1.28 -5.18 4.50
H 2.86 3.27 0.13
C -2.30 -3.87 3.86
C 1.50 1.84 -0.70
C 0.69 -0.84 -1.23
C -3.60 2.52 -7.43
O -2.31 3.07 -7.28
C 0.23 -2.26 -1.41
C 2.04 0.78 0.02
C 0.78 5.29 0.14
C 3.03 0.98 1.13
C 2.28 -1.59 0.61
H -1.74 -0.40 1.50
F -4.46 3.48 -7.87
C -1.72 2.45 -6.23
H -1.76 -2.24 5.13
H -3.57 1.72 -8.17
H 0.87 -2.93 -0.86
C -1.43 -3.16 4.67
O 2.71 -2.64 0.20
P -0.23 2.91 -2.64
O 3.95 1.74 1.08
H 2.44 -2.32 6.41
H -2.53 -5.66 2.65
H 1.53 5.86 0.68
C 2.95 0.51 3.64
H -1.95 -2.02 -1.48
H -1.00 -1.84 -3.96
N -0.57 -0.94 -4.12
F 2.81 -0.05 5.91
C -0.93 -0.03 -3.01
C -1.19 -2.52 -0.88
C 2.17 -2.12 3.05
C 1.64 -0.54 -0.25
C -0.13 -3.61 4.91
H -0.66 5.78 1.66
O -2.63 1.75 -5.52
H -3.31 -3.51 3.71
H -4.37 2.86 -5.43
C 2.29 -1.74 4.38
H 4.72 2.10 3.94
H 2.12 3.78 -1.35
H 0.91 5.53 -0.92
H -1.38 -3.59 -0.92
C 0.55 1.54 -1.70
C 2.80 0.10 2.31
H -2.09 -2.71 1.04
S 3.39 2.18 4.09
O -0.56 2.50 -5.97
O 0.93 3.90 0.37
S -2.09 3.29 -2.14
C -0.61 5.71 0.58
C 0.29 -4.80 4.32
C 2.41 -1.21 2.03
C 2.01 -2.71 5.50
C -3.93 2.06 -6.03
H -0.27 -6.42 3.03
H -1.29 4.92 0.29
H -0.89 6.64 0.10
H -1.83 -0.38 -2.52
H -0.38 -2.22 1.07
H 1.88 -3.13 2.79
H -0.22 2.46 -3.97
H -4.57 1.19 -5.99
H 0.43 -1.09 -4.15
C 2.69 -0.43 4.63
H 2.51 -3.65 5.30
H -1.23 0.90 -3.47
*
```

As for the structure (SMILES): CCOCc1c([PH2]=S)c(CN)c(CCCO)c2c1C(=O)c1c(cc(COc3ccccc3)c(F)c1S)C2=O.O=C1OC[C@@H](F)O1. The HOMO energy is -8.3357 eV. The orbital gap is 7.55 eV.


2 unconnected molecules or ions with the total composition C4H8NO2, computed with the ωB97M-V functional and the def2-TZVPD basis.

The geometry in ORCA input format:
```
! wB97M-V def2-TZVPD RIJCOSX def2/J DEFGRID3
* xyz -1 1
C -0.73 2.34 -0.33
H 0.01 -3.26 0.63
H -0.27 2.68 0.59
H -0.19 -1.16 2.00
H 0.87 1.29 -0.81
C 0.68 -0.62 0.22
C -0.84 -2.61 0.51
N 0.56 0.64 -0.11
O 1.62 -1.39 -0.05
H -1.70 -2.90 1.13
H -1.05 -2.58 -0.57
C -0.55 -1.19 0.97
O -0.45 2.97 -1.36
H -1.39 -0.49 1.00
H -1.74 1.87 -0.22
*
```

The HOMO energy is -3.9018 eV. Its energy above the lowest of the compared OMol25 structures with the same formula, charge and spin is 59.1 kcal per mole. The orbital gap is 8.05 eV.